(1)
A molecular structure, C19H42CeNOP3S in a non-equilibrium geometry, computed with ωB97M-V with the def2-TZVPD basis set.

The geometry in XYZ format:
```
68
Properties=species:S:1:pos:R:3:mulliken_spin:R:1
Ce 0.34226 -0.21968 0.78494 1.0059
P -1.63602 1.98245 1.16869 0.0001
P -2.15682 -1.42097 1.99511 0.0013
P 1.88733 1.93829 -0.31652 -0.0069
H -1.46564 -2.71884 -0.57580 -0.0001
C -0.50266 -2.23624 -0.78753 0.0056
C 0.70489 -2.62577 -0.26425 0.0020
H 0.77222 -3.30357 0.59334 -0.0002
C -2.70063 2.01175 -0.34019 -0.0008
C -2.91938 2.17690 2.46761 -0.0002
C -0.99619 3.69979 1.18730 -0.0015
C -1.91257 -3.23014 2.15017 -0.0003
C -2.59842 -1.08291 3.74248 -0.0004
C -3.82357 -1.39205 1.23116 -0.0020
C 3.31871 0.99490 -0.98612 0.0003
C 2.74105 3.36742 0.42749 -0.0012
C 1.12373 2.68159 -1.81440 0.0001
H -0.60357 -1.36373 -1.47803 -0.0001
H 1.69398 -2.23822 -0.62988 -0.0010
H -3.37450 2.87718 -0.25902 0.0002
H -3.29572 1.08689 -0.39887 0.0003
H -2.07024 2.11766 -1.23687 0.0002
H -3.38460 3.16731 2.35905 -0.0001
H -2.44354 2.12818 3.45660 0.0002
H -3.70173 1.41010 2.39927 -0.0001
H -1.84253 4.38646 1.32427 0.0001
H -0.47065 3.95190 0.25861 0.0001
H -0.31023 3.81850 2.03689 0.0002
H -2.88768 -3.72788 2.23357 0.0000
H -1.32217 -3.44943 3.04805 0.0000
H -1.38096 -3.62808 1.28285 0.0000
H -3.45395 -1.69829 4.05356 -0.0001
H -2.86052 -0.03211 3.89223 0.0000
H -1.75028 -1.32037 4.39587 0.0002
H -4.47670 -2.08962 1.77357 -0.0001
H -3.75312 -1.71575 0.18552 0.0002
H -4.26411 -0.38801 1.25581 0.0003
H 3.70448 1.50967 -1.87568 0.0001
H 3.03993 -0.02952 -1.28046 -0.0006
H 4.10441 0.94525 -0.21627 0.0002
H 3.26766 3.90568 -0.37455 -0.0002
H 3.46752 3.00729 1.17262 0.0000
H 2.01319 4.02732 0.92126 0.0000
H 1.92369 2.84217 -2.55330 -0.0001
H 0.64076 3.63932 -1.57411 0.0001
H 0.36222 2.00659 -2.23658 -0.0001
C 1.37464 -1.28126 -4.85879 0.0000
C 0.86264 -0.69146 -6.04451 0.0001
C 1.14849 -1.22680 -7.30655 0.0000
C 1.93529 -2.38049 -7.40005 0.0000
C 2.43148 -2.99995 -6.25663 0.0000
C 2.15469 -2.45453 -4.98933 -0.0001
S 1.15760 -0.46331 -3.31406 -0.0001
H 1.15278 -1.42305 -2.25397 -0.0003
H 0.24034 0.20296 -5.95555 0.0000
H 0.75561 -0.74652 -8.19910 0.0000
H 2.17615 -2.79259 -8.38844 0.0000
H 3.04024 -3.89245 -6.33989 0.0000
H 2.53518 -2.92445 -4.07662 0.0000
C 1.40799 0.76393 4.96869 -0.0001
C 1.25471 -0.48470 4.17601 -0.0005
N 1.37999 -1.61443 4.86859 0.0004
O 1.02689 -0.51180 2.91463 -0.0014
H 1.96408 0.54109 5.89191 0.0000
H 0.42162 1.15807 5.27028 0.0000
H 1.95204 1.52994 4.40826 0.0001
H 1.32911 -2.52538 4.41905 0.0000
H 1.54912 -1.55222 5.86664 -0.0001
```

Output
Lowest unoccupied orbital energy (alpha / beta), eV: -10.121 / -10.044
Frontier orbital gap (alpha / beta), eV: 4.972 / 5.049
Total charge: +3
<S²>: 0.751
2S+1: 2
Energy above the lowest of the compared OMol25 structures with the same formula, charge and spin, kcal/mol: 0.0
Highest occupied orbital energy (alpha / beta), eV: -15.093 / -15.093

(2)
A molecular structure, C19H42F7NiSbSi4Te, computed with ωB97M-V with the def2-TZVPD basis set.

The geometry in XYZ format:
```
75
Properties=species:S:1:pos:R:3:mulliken_spin:R:1
Ni -0.20218 -0.12851 -1.22103 0.9584
C -0.49123 1.93960 -0.65772 0.0842
C -1.35617 1.10993 0.07566 0.0219
C -2.19616 0.40936 -0.87174 -0.0239
C -1.85926 0.85816 -2.18892 0.1031
C -0.78465 1.76200 -2.05606 -0.0506
C -0.01299 2.38865 -3.16753 0.0133
C -2.48180 0.39399 -3.46582 -0.0098
C -3.36917 -0.43456 -0.49990 0.0033
C -1.47071 0.99195 1.56010 0.0066
C 0.60454 2.80617 -0.12648 -0.0026
H 1.04922 2.41737 -2.92607 -0.0008
H -0.34984 3.41384 -3.34579 -0.0021
H -0.12671 1.82388 -4.09166 0.0002
H -2.97425 -0.56884 -3.33068 0.0027
H -1.73314 0.26995 -4.24827 0.0045
H -3.23030 1.10597 -3.82476 0.0054
H -4.23809 0.20993 -0.33136 -0.0024
H -3.18291 -0.99056 0.41828 -0.0014
H -3.61677 -1.15199 -1.27978 -0.0004
H -1.59259 -0.04547 1.86860 0.0005
H -2.33466 1.56131 1.91686 -0.0002
H -0.58228 1.36621 2.06265 0.0005
H 1.55527 2.56614 -0.60517 0.0038
H 0.74307 2.66193 0.94220 -0.0005
H 0.38854 3.86110 -0.31682 0.0051
C 1.26547 -5.04294 -5.30624 -0.0003
Si 0.10201 -4.16620 -4.10497 0.0025
C -1.34472 -5.32831 -3.77446 -0.0010
C -0.56412 -2.61199 -4.92290 0.0006
Si 1.15729 -3.57830 -2.10785 -0.0046
Te -0.62546 -2.52083 -0.68542 -0.1586
Si 3.19318 -2.53228 -2.64267 -0.0021
C 3.94626 -1.46764 -1.31308 -0.0031
C 4.35403 -3.99925 -2.96235 0.0002
C 3.13757 -1.60754 -4.28106 0.0019
Si 1.53556 -5.53823 -0.86783 -0.0069
C 2.19552 -6.92867 -1.96426 -0.0017
C 2.74962 -5.21795 0.52486 -0.0004
C -0.07471 -6.16183 -0.11298 -0.0039
H 0.72859 -5.31616 -6.21978 0.0001
H 1.66966 -5.95825 -4.86692 0.0001
H 2.10858 -4.40978 -5.58957 -0.0001
H -1.92029 -5.50059 -4.68892 -0.0001
H -2.01239 -4.89939 -3.02338 -0.0002
H -0.99941 -6.29761 -3.40616 -0.0003
H -1.10842 -2.84193 -5.84380 0.0001
H 0.24279 -1.91299 -5.15256 0.0001
H -1.24344 -2.10939 -4.23151 -0.0015
H 4.01922 -1.99382 -0.35995 0.0002
H 3.34147 -0.57649 -1.15227 0.0015
H 4.95368 -1.16489 -1.61629 -0.0001
H 4.53066 -4.58903 -2.06017 -0.0001
H 5.32235 -3.62869 -3.31400 0.0000
H 3.95530 -4.66760 -3.73098 -0.0001
H 2.49126 -0.73545 -4.19652 -0.0002
H 2.78328 -2.23757 -5.10026 0.0000
H 4.15135 -1.27807 -4.53188 0.0003
H 3.11527 -6.64028 -2.47615 0.0004
H 1.46172 -7.21462 -2.72255 0.0001
H 2.40958 -7.81276 -1.35592 -0.0005
H 3.74303 -4.96461 0.14838 0.0000
H 2.84409 -6.10376 1.16036 -0.0001
H 2.41577 -4.38182 1.14266 0.0000
H -0.84823 -6.30669 -0.87039 -0.0001
H -0.45582 -5.45376 0.62604 0.0006
H 0.09296 -7.11845 0.39153 -0.0006
F 1.12270 -0.46233 -2.42937 0.0398
F 1.56383 0.01424 0.53566 0.0123
Sb 2.26503 -0.32076 2.28885 0.0057
F 0.59341 -1.03098 2.81459 0.0005
F 2.83271 -2.04050 1.75320 0.0005
F 2.95657 -0.58786 4.02467 0.0000
F 3.90595 0.42350 1.72488 0.0003
F 1.65212 1.41163 2.78640 0.0002
```

Output
Lowest unoccupied orbital energy (alpha / beta), eV: 1.065 / 2.148
Frontier orbital gap (alpha / beta), eV: 5.815 / 6.996
Total charge: -1
<S²>: 0.854
2S+1: 2
Energy above the lowest of the compared OMol25 structures with the same formula, charge and spin, kcal/mol: 1.0
Highest occupied orbital energy (alpha / beta), eV: -4.750 / -4.848

(3)
A molecular structure, C19H42InN3O7SSi, computed with ωB97M-V with the def2-TZVPD basis set.

The geometry in XYZ format:
```
74
Properties=species:S:1:pos:R:3:mulliken_charge:R:1
In -1.82695 3.15151 -1.37828 0.7714
C -1.42979 -1.94547 -3.24610 -0.2813
O -0.12401 -1.75941 -3.84676 -0.4210
C 0.71536 -0.78113 -3.59598 0.6042
O -0.99056 0.53277 -1.90969 -0.5008
N 1.77031 -0.50772 -4.20323 -0.6657
N 1.16921 1.67546 -2.66920 -0.5330
H -1.79342 -2.86531 -3.68932 0.3040
H -2.08222 -1.11537 -3.49468 0.2929
H -1.34229 -2.05690 -2.16896 -0.0563
H 1.94027 -1.09569 -5.01862 0.2777
H 1.53271 1.53503 -3.61458 0.3522
H 1.92537 1.96435 -2.05127 0.1952
C -0.47711 1.43685 2.87317 -1.6450
C 0.85864 1.47264 2.16142 1.5401
C 1.97501 0.93443 3.03973 -1.4503
C 1.17898 2.86015 1.63727 -1.2117
O 0.71319 0.56353 1.00353 1.2185
Si 1.72422 -0.12586 0.01342 -2.2403
S 0.45971 0.31666 -2.10123 0.7827
O 1.75939 -1.69457 -0.15362 0.9606
C 1.23682 -2.89919 0.51272 1.5767
C 2.10958 -3.16551 1.72551 -1.4391
C -0.20867 -2.64916 0.91033 -0.9921
C 1.35270 -4.00677 -0.51356 -1.6142
O 2.99473 0.71084 -0.41338 0.1369
C 4.42115 0.46545 -0.75705 1.4242
C 5.11079 0.01273 0.51538 -1.5329
C 4.95029 1.79966 -1.23741 -1.6406
C 4.48135 -0.59350 -1.83955 -1.2457
H -0.44984 2.12025 3.72276 0.4376
H -0.68798 0.43349 3.24710 0.3531
H -1.27734 1.74664 2.19964 0.3203
H 2.10804 1.57651 3.91006 0.5451
H 2.92396 0.90193 2.49721 0.1798
H 1.73378 -0.06897 3.39663 0.2698
H 1.34599 3.53848 2.47397 0.5423
H 0.34576 3.25165 1.05014 0.1195
H 2.07877 2.84973 1.01983 0.0989
H 2.14313 -2.29068 2.37939 0.1711
H 3.12690 -3.41472 1.42213 0.3290
H 1.70891 -4.00264 2.29662 0.4972
H -0.28295 -1.82040 1.61619 0.1208
H -0.61784 -3.54383 1.37907 0.5681
H -0.81122 -2.41311 0.02991 -0.0402
H 2.37658 -4.08223 -0.87904 0.3239
H 0.69013 -3.82825 -1.36296 0.2937
H 1.08068 -4.95964 -0.05920 0.4456
H 5.04264 0.77994 1.28795 0.3109
H 6.16560 -0.17479 0.31683 0.5258
H 4.66526 -0.91247 0.89052 0.2549
H 4.75285 2.58116 -0.50322 0.3335
H 4.50612 2.08257 -2.19413 0.3714
H 6.02871 1.73380 -1.38075 0.4458
H 4.06569 -1.53910 -1.48697 0.1412
H 5.52165 -0.76332 -2.11758 0.5641
H 3.93718 -0.27677 -2.73129 0.2229
O -4.13271 2.50975 -1.53490 -0.7820
C -4.17606 1.75761 -0.54329 0.7160
O -3.28881 1.65973 0.34431 -0.8340
C -5.44100 0.91776 -0.35884 0.1007
N -5.15086 -0.03182 0.79519 -0.0207
C -6.16075 0.23589 1.88315 -0.6077
C -6.48225 1.70535 1.67429 -0.4728
C -6.60427 1.78604 0.15061 -0.8891
H -5.67114 0.39287 -1.28134 0.4389
H -4.21790 0.32289 1.07958 0.1656
H -5.09155 -1.00968 0.52592 0.3564
H -5.73268 -0.01765 2.84912 0.3603
H -7.03604 -0.38367 1.69802 0.3562
H -5.65939 2.32699 2.03142 0.2326
H -7.39167 2.00037 2.19076 0.4063
H -6.53421 2.79500 -0.24740 0.3980
H -7.55465 1.35685 -0.16740 0.3620
```

Output
Lowest unoccupied orbital energy, eV: -5.131
Frontier orbital gap, eV: 9.062
Total charge: +2
Energy above the lowest of the compared OMol25 structures with the same formula, charge and spin, kcal/mol: 92.7
Highest occupied orbital energy, eV: -14.193